No. 1
{"formula": "C25H37N2OOsPSSi", "method": "the ωB97M-V functional and the def2-TZVPD basis", "energy_ha": -2279.032689, "homo_lumo_gap_ev": [4.73, 6.99], "largest_force_ha_per_bohr": 0.097, "multiplicity": 5, "s2": 6.0486, "e_lumo_ha": [0.0020, -0.0025], "relative_energy_kj_mol": 0.0, "elements": ["Os", "Si", "P", "N", "H", "C", "H", "H", "H", "C", "H", "H", "H", "C", "H", "H", "H", "C", "H", "H", "H", "H", "H", "C", "C", "C", "C", "C", "C", "H", "H", "H", "H", "H", "C", "O", "C", "H", "H", "H", "C", "H", "H", "H", "N", "S", "C", "C", "C", "C", "C", "C", "C", "C", "C", "C", "C", "C", "H", "H", "H", "H", "H", "H", "H", "H", "H", "H", "H"], "positions_angstrom": [[-0.12231, 0.25281, -0.23940], [-0.73308, 1.58332, -2.25777], [1.99492, 0.27281, -1.09734], [0.41420, 1.33222, 1.07579], [-1.48102, 0.74690, -0.78894], [3.36822, -0.53784, -0.15957], [4.34191, -0.10822, -0.46027], [3.36395, -1.62081, -0.34817], [3.23641, -0.37954, 0.91840], [2.42650, -0.36809, -2.76564], [3.50554, -0.21362, -2.94649], [1.84864, 0.16643, -3.53147], [2.20590, -1.44473, -2.80659], [2.72673, 1.96423, -1.14894], [3.72010, 1.91402, -1.61729], [2.81705, 2.35030, -0.12691], [2.08765, 2.63568, -1.72882], [-1.36541, 0.48975, -3.68297], [-1.91487, -0.37807, -3.29499], [-0.52289, 0.13221, -4.29039], [-2.03826, 1.06402, -4.33891], [-1.83575, 2.57058, -1.97671], [0.41979, 2.34139, -2.76156], [0.49621, 2.40586, 1.83112], [0.90524, 3.52170, 3.95351], [0.83096, 2.34896, 3.23560], [0.23618, 3.69392, 1.24091], [0.33154, 4.82947, 2.01121], [0.67727, 4.76381, 3.35840], [1.13887, 3.47267, 5.00729], [1.00842, 1.35821, 3.67176], [-0.04067, 3.71526, 0.17732], [0.12494, 5.77955, 1.53831], [0.75706, 5.67454, 3.94258], [0.76970, -3.74540, -0.76639], [1.83215, -3.31328, -0.26874], [-0.33445, -4.31298, 0.07833], [-0.81600, -5.16665, -0.39621], [-1.11887, -3.57585, 0.24468], [0.08344, -4.68581, 1.01156], [0.58251, -3.70315, -2.25527], [1.49755, -4.05467, -2.75884], [0.36645, -2.67994, -2.55773], [-0.26679, -4.30051, -2.59657], [-1.94742, -0.44360, 0.41465], [-2.48456, -0.82019, 1.94351], [-3.54152, 0.52573, 2.57927], [-4.02798, 0.43402, 3.90002], [-4.88957, 1.41918, 4.39761], [-5.26719, 2.50004, 3.58913], [-4.75708, 2.60035, 2.29001], [-3.87573, 1.62911, 1.79433], [-3.76461, -2.03545, 1.49445], [-3.57704, -3.37007, 1.89774], [-4.43541, -4.36063, 1.41289], [-5.49372, -4.02123, 0.56491], [-5.72235, -2.67879, 0.22897], [-4.86005, -1.68054, 0.70771], [-2.76010, -0.34592, -0.19164], [-3.73681, -0.41837, 4.51374], [-5.27153, 1.34011, 5.41808], [-5.95601, 3.25757, 3.97296], [-5.05148, 3.43661, 1.65472], [-3.45982, 1.72376, 0.79022], [-2.75586, -3.59444, 2.57766], [-4.26400, -5.40033, 1.70215], [-6.15196, -4.79967, 0.17239], [-6.56935, -2.40543, -0.39930], [-5.05216, -0.62997, 0.48508]], "forces_ev_per_angstrom": [[1.3, -3.1, -3.7], [-0.7, -0.4, 0.5], [2.1, -0.1, 0.0], [0.4, 1.8, 2.8], [-1.2, 2.0, -1.4], [0.1, -0.2, 0.1], [-0.4, -0.2, 0.0], [0.0, 0.4, 0.1], [0.0, 0.0, -0.2], [0.0, 0.1, -0.1], [-0.4, 0.0, 0.0], [0.1, -0.2, 0.1], [0.1, 0.4, 0.0], [0.0, 0.0, -0.2], [-0.2, 0.1, 0.2], [-0.1, -0.1, -0.2], [0.2, -0.1, 0.2], [0.0, 0.1, -0.1], [0.2, 0.2, -0.1], [-0.2, 0.0, 0.1], [0.2, -0.2, 0.1], [0.3, 0.2, -0.3], [0.1, 0.3, -0.2], [0.1, 1.2, 0.7], [0.0, 0.0, 0.1], [-0.3, -0.2, -1.1], [0.1, -0.8, 0.2], [0.0, 0.1, -0.2], [-0.1, 0.0, 0.1], [0.1, 0.1, 0.1], [0.0, 0.5, -0.1], [0.1, 0.1, 0.5], [0.0, 0.2, 0.1], [0.0, -0.1, 0.0], [2.4, 1.0, 0.9], [-2.6, -1.2, -1.0], [0.2, -0.5, 0.2], [0.0, 0.0, -0.3], [0.1, 0.2, 0.1], [-0.1, 0.4, 0.2], [-0.1, -0.4, -0.4], [-0.3, 0.3, 0.2], [0.1, 0.2, 0.1], [0.1, -0.1, 0.1], [-1.9, -1.7, 2.6], [-0.7, 0.1, -1.4], [-0.4, 0.4, 0.6], [0.0, 0.1, -0.5], [0.2, -0.1, -0.2], [0.2, -0.3, -0.2], [0.0, -0.2, 0.3], [-0.1, -0.2, -0.1], [-0.2, -0.4, 0.7], [0.0, 0.6, -0.3], [0.1, 0.1, 0.0], [0.1, 0.3, 0.0], [0.5, 0.0, 0.3], [-0.2, -0.2, -0.1], [0.1, -0.2, 0.3], [-0.1, 0.2, 0.0], [0.2, 0.0, -0.3], [0.3, -0.3, -0.2], [0.2, -0.2, 0.2], [-0.1, 0.0, 0.2], [-0.2, -0.1, -0.2], [-0.1, 0.3, -0.1], [0.2, 0.3, 0.2], [0.2, -0.1, 0.2], [0.0, -0.2, 0.0]]}

No. 2
{"formula": "C2HBrO3", "method": "the ωB97M-V functional and the def2-TZVPD basis", "energy_ha": -2876.564998, "homo_lumo_gap_ev": 11.13, "smiles": "O=C=O.O=CBr", "largest_force_ha_per_bohr": 0.109, "e_lumo_ha": 0.0109, "relative_energy_kj_mol": 12.9, "elements": ["O", "C", "O", "O", "C", "Br", "H"], "positions_angstrom": [[-3.25686, 1.36723, 0.29378], [-2.34169, 0.68933, 0.32487], [-1.40467, 0.01773, 0.22505], [1.63027, -0.91673, -1.47798], [1.57452, -0.66173, -0.29635], [2.93597, 0.42499, 0.55470], [0.86245, -0.92083, 0.37593]], "forces_ev_per_angstrom": [[-1.6, 1.1, 0.5], [1.2, -0.7, -0.9], [0.4, -0.4, 0.5], [-0.3, 0.4, 2.8], [2.8, 0.6, -4.9], [-0.1, -0.1, 0.0], [-2.3, -1.0, 2.0]]}